No. 1
8 unconnected molecules or ions with the total composition C35H73BrClF2INO11P2Si at a distorted geometry, computed with ωB97M-V/def2-TZVPD.

Computed properties:
LUMO level (Ha): -0.1506
Kohn-Sham gap (eV): 6.5
Total charge: +1

Each line ends with the Löwdin charge.
Positions of all 128 atoms, in Å:
C -2.95 -1.33 2.29  -0.130
C -2.63 0.08 1.60  -0.263
C -1.11 0.08 1.13  -0.503
Br -0.06 -0.46 2.75  0.846
C -0.62 1.44 0.50  -0.233
C 0.39 2.32 1.41  -0.173
C -0.28 2.96 2.67  -0.816
O -1.19 2.52 3.30  -0.014
I 0.55 4.87 3.33  0.813
C -1.65 2.55 0.08  -0.073
C -2.90 3.17 0.76  -0.074
C -4.20 2.89 -0.16  -0.165
C -5.37 2.17 0.61  -0.189
C -6.18 1.33 -0.48  -0.203
C -7.61 0.90 0.03  -0.196
C -7.68 -0.57 0.58  -0.168
C -7.73 -1.69 -0.53  -0.227
O -7.50 -2.95 0.10  -0.211
C -6.17 -3.43 -0.11  -0.117
N -1.39 3.11 -1.07  0.102
C -0.21 2.60 -1.82  -0.564
P -1.05 2.21 -3.50  0.774
O -1.43 3.53 -4.15  -0.474
P 1.06 3.90 -2.34  0.628
O 1.69 3.31 -3.79  -0.355
Cl 2.69 3.95 -1.03  0.254
C 0.20 1.40 -0.89  -0.149
C 0.47 0.02 -1.58  -0.402
F -0.73 -0.62 -1.97  0.031
F 1.19 0.20 -2.78  0.013
C 1.39 -0.95 -0.69  -0.130
C 2.90 -0.90 -1.24  -0.228
Si 4.01 -1.90 -0.01  0.584
C 3.57 -1.58 1.82  -0.192
C 3.74 -3.74 -0.50  -0.176
C 5.79 -1.30 -0.27  -0.258
C 6.23 -0.78 -1.56  -0.090
C 7.64 -0.37 -1.72  -0.074
C 8.57 -0.49 -0.60  -0.073
C 8.14 -0.97 0.72  -0.048
C 6.70 -1.39 0.90  -0.067
H -4.04 -1.58 2.18  0.072
H -2.29 -2.15 1.90  0.057
H -2.81 -1.16 3.39  0.070
H -2.86 0.85 2.38  0.092
H -3.29 0.15 0.68  0.115
H -1.03 -0.81 0.45  0.099
H 0.73 3.19 0.78  0.060
H 1.32 1.74 1.63  0.124
H -3.13 2.78 1.77  0.100
H -2.76 4.29 0.78  0.145
H -3.87 2.23 -1.01  0.102
H -4.57 3.85 -0.65  0.115
H -6.08 2.86 1.12  0.123
H -5.01 1.42 1.37  0.095
H -5.57 0.47 -0.85  0.107
H -6.29 2.03 -1.36  0.113
H -8.28 0.93 -0.88  0.115
H -8.05 1.66 0.73  0.116
H -8.61 -0.69 1.21  0.112
H -6.77 -0.73 1.23  0.108
H -7.02 -1.48 -1.39  0.117
H -8.77 -1.71 -0.95  0.132
H -5.78 -3.19 -1.14  0.091
H -5.44 -3.06 0.66  0.073
H -6.16 -4.56 -0.05  0.098
H -1.93 3.87 -1.50  0.172
H -2.26 1.47 -3.33  0.044
H -0.13 1.59 -4.40  0.053
H 1.87 4.11 -4.34  0.075
H 1.26 1.66 -0.58  0.098
H 1.45 -0.59 0.36  0.056
H 1.01 -1.99 -0.82  0.130
H 3.02 -1.41 -2.22  0.088
H 3.20 0.18 -1.23  0.084
H 3.58 -0.47 2.03  0.045
H 2.50 -1.91 1.98  -0.002
H 4.26 -2.07 2.54  0.036
H 2.63 -3.96 -0.45  0.031
H 4.33 -4.35 0.24  0.039
H 4.09 -3.87 -1.56  0.042
H 5.55 -0.69 -2.45  0.094
H 8.00 0.02 -2.69  0.095
H 9.66 -0.23 -0.71  0.084
H 8.82 -1.04 1.59  0.092
H 6.31 -1.76 1.87  0.060
C -1.80 -5.55 1.75  -0.151
O -2.66 -4.75 0.92  -0.144
H -1.96 -5.26 2.78  0.080
H -2.05 -6.60 1.62  0.080
H -0.76 -5.37 1.48  0.073
H -2.50 -5.02 0.01  0.075
C -2.37 0.74 -7.00  -0.142
O -2.88 1.35 -5.82  -0.178
H -2.09 -0.28 -6.76  0.081
H -3.13 0.75 -7.78  0.081
H -1.48 1.29 -7.34  0.080
H -3.12 2.26 -6.04  0.076
C 12.99 0.01 -1.05  -0.152
O 11.96 -0.94 -0.76  -0.143
H 12.52 0.94 -1.35  0.078
H 13.59 0.18 -0.15  0.078
H 13.62 -0.36 -1.86  0.077
H 12.40 -1.76 -0.50  0.079
C -5.14 5.59 -3.20  -0.158
O -6.05 5.51 -2.12  -0.139
H -4.82 4.58 -3.46  0.069
H -5.62 6.04 -4.07  0.081
H -4.26 6.18 -2.92  0.076
H -6.32 6.41 -1.91  0.080
C 7.56 1.95 3.49  -0.156
O 7.26 0.66 4.01  -0.139
H 8.41 1.86 2.81  0.077
H 6.70 2.33 2.94  0.074
H 7.82 2.63 4.31  0.078
H 6.51 0.77 4.61  0.076
C -9.38 -3.04 3.93  -0.160
O -10.29 -2.29 3.13  -0.133
H -9.51 -2.75 4.97  0.078
H -9.57 -4.11 3.82  0.078
H -8.35 -2.82 3.62  0.069
H -10.16 -2.56 2.22  0.065
C 8.12 -3.70 3.39  -0.159
O 7.60 -3.08 4.56  -0.124
H 8.38 -4.73 3.62  0.082
H 7.36 -3.68 2.60  0.058
H 9.01 -3.16 3.05  0.073
H 7.38 -2.17 4.33  0.052

---

No. 2
3 unconnected molecules or ions with the total composition C35H73Cl2INO5 at a distorted geometry, computed with ωB97M-V/def2-TZVPD.

Computed properties:
LUMO level (Ha): -0.0843
Kohn-Sham gap (eV): 8.0
Total charge: +1

Each line ends with the Löwdin charge.
Positions of all 117 atoms, in Å:
C 1.94 3.17 5.10  -0.115
C 0.79 2.92 6.07  -0.276
C 0.29 1.48 6.02  -0.222
C -0.84 1.17 7.02  -0.193
C -2.24 1.00 6.40  -0.195
C -2.58 2.01 5.28  -0.205
C -4.04 2.44 5.28  -0.208
C -4.32 3.72 4.50  -0.208
C -4.21 3.54 2.97  -0.195
C -2.80 3.85 2.41  -0.201
C -2.24 2.73 1.52  -0.246
C -2.92 2.64 0.14  -0.207
C -2.11 3.30 -1.00  -0.190
C -1.98 2.44 -2.27  -0.191
C -0.53 2.37 -2.76  -0.217
C -0.28 1.20 -3.70  -0.216
C -0.86 -0.18 -3.38  -0.290
C -0.86 -0.85 -1.98  -0.609
I -0.10 0.21 -0.28  1.137
C -2.26 -1.38 -1.64  -0.303
C -2.25 -2.44 -0.52  -0.113
O -0.28 -1.10 -4.31  -0.066
C 1.11 -1.32 -4.09  -0.141
C 1.80 -0.10 -3.50  -0.247
C 3.32 -0.19 -3.44  -0.184
C 3.77 -1.00 -2.19  -0.054
N 1.21 1.15 -4.12  0.001
C 1.33 1.39 -5.60  -0.589
Cl 0.89 3.11 -5.82  0.799
C 2.67 1.23 -6.33  -0.716
C 3.87 2.00 -5.77  -0.101
Cl 3.04 -0.46 -6.74  0.754
H 1.62 2.97 4.07  0.063
H 2.77 2.51 5.33  0.071
H 2.30 4.19 5.17  0.068
H -0.02 3.62 5.84  0.093
H 1.13 3.14 7.09  0.110
H 0.00 1.22 5.00  0.106
H 1.14 0.85 6.26  0.110
H -0.60 0.24 7.53  0.089
H -0.86 1.95 7.79  0.112
H -2.99 1.06 7.18  0.102
H -2.28 0.00 5.98  0.097
H -2.34 1.54 4.33  0.099
H -1.94 2.90 5.36  0.092
H -4.64 1.64 4.84  0.115
H -4.40 2.57 6.31  0.109
H -5.33 4.06 4.73  0.105
H -3.63 4.51 4.81  0.110
H -4.95 4.16 2.48  0.103
H -4.45 2.50 2.74  0.105
H -2.12 3.97 3.25  0.094
H -2.82 4.79 1.87  0.114
H -1.16 2.86 1.42  0.083
H -2.41 1.79 2.05  0.090
H -3.09 1.59 -0.09  0.078
H -3.90 3.10 0.21  0.113
H -1.12 3.55 -0.61  0.097
H -2.57 4.26 -1.25  0.114
H -2.60 2.87 -3.05  0.127
H -2.36 1.45 -2.03  0.071
H 0.18 2.39 -1.93  0.050
H -0.34 3.28 -3.33  0.100
H -0.80 1.49 -4.62  0.133
H -1.89 -0.11 -3.70  0.157
H -0.23 -1.74 -2.04  0.070
H -2.61 -1.87 -2.55  0.121
H -2.91 -0.55 -1.36  0.090
H -1.25 -2.85 -0.36  0.067
H -2.56 -2.01 0.43  0.068
H -2.90 -3.27 -0.76  0.078
H 1.53 -1.64 -5.04  0.091
H 1.25 -2.14 -3.38  0.140
H 1.50 -0.03 -2.46  0.056
H 3.75 -0.67 -4.31  0.070
H 3.71 0.82 -3.32  0.108
H 3.00 -1.02 -1.42  0.061
H 4.65 -0.54 -1.76  0.083
H 4.00 -2.03 -2.45  0.084
H 1.62 1.95 -3.64  0.157
H 0.58 0.78 -6.10  0.125
H 2.45 1.67 -7.30  0.085
H 4.69 1.33 -5.54  0.075
H 3.60 2.52 -4.85  0.065
H 4.18 2.77 -6.47  0.089
C 4.72 -2.63 -8.78  -0.150
O 5.47 -3.79 -9.05  -0.182
C 4.69 -4.97 -9.14  -0.201
C 4.40 -5.36 -10.57  -0.204
O 3.58 -4.40 -11.22  -0.192
C 4.30 -3.53 -12.08  -0.109
H 5.37 -1.77 -8.94  0.090
H 3.85 -2.55 -9.43  0.084
H 4.39 -2.64 -7.73  0.043
H 3.75 -4.84 -8.59  0.125
H 5.25 -5.78 -8.66  0.127
H 3.85 -6.31 -10.57  0.127
H 5.33 -5.51 -11.12  0.128
H 4.61 -4.06 -12.99  0.091
H 5.19 -3.12 -11.58  0.084
H 3.64 -2.72 -12.35  0.089
C -2.33 -4.85 10.53  -0.110
O -2.95 -3.58 10.62  -0.189
C -2.04 -2.52 10.85  -0.205
C -1.75 -1.75 9.58  -0.212
O -1.06 -2.54 8.62  -0.193
C -1.90 -3.05 7.61  -0.107
H -3.07 -5.55 10.16  0.089
H -1.48 -4.83 9.84  0.083
H -1.99 -5.19 11.52  0.090
H -1.11 -2.89 11.28  0.128
H -2.51 -1.84 11.57  0.127
H -1.11 -0.90 9.82  0.122
H -2.68 -1.36 9.15  0.126
H -2.20 -2.26 6.91  0.072
H -2.80 -3.52 8.02  0.086
H -1.33 -3.80 7.06  0.090

---

No. 3
6 unconnected molecules or ions with the total composition C35H73Cl3N9O8P2S at a distorted geometry, computed with ωB97M-V/def2-TZVPD.

Computed properties:
LUMO level (Ha): -0.0752
Kohn-Sham gap (eV): 8.3
Relative energy (zero: lowest compared OMol25 entry of this formula, charge and spin) (eV): 6.7387
Total charge: +1

Each line ends with the Löwdin charge.
Positions of all 131 atoms, in Å:
C 1.72 -1.99 4.79  -0.112
C 0.90 -2.78 3.62  -0.222
C 1.91 -2.84 2.34  -0.198
C 1.30 -3.50 1.04  -0.236
C 0.61 -2.66 -0.11  -0.463
P 0.50 -4.00 -1.51  0.713
O -0.97 -3.76 -2.41  -0.372
Cl 0.31 -5.95 -0.76  0.298
C -0.96 -2.50 0.33  -0.131
C -1.41 -0.91 0.27  -0.389
C -2.32 -0.81 1.60  -0.325
C -3.21 0.53 1.72  -0.173
C -3.43 -2.00 1.70  -0.207
C -4.54 -1.69 2.87  -0.108
P -2.57 -0.33 -1.10  0.988
C -3.41 -1.85 -1.93  -0.269
O -1.71 0.40 -2.43  -0.387
C 0.15 -0.39 0.32  -0.146
C 0.51 1.15 0.54  -0.568
Cl -0.57 2.40 -0.21  0.643
C 0.74 1.58 2.10  -0.635
C 2.06 2.53 2.14  -0.139
Cl -0.61 2.63 2.78  0.591
N 1.07 -1.26 -0.54  -0.202
N 2.44 -1.22 -0.28  0.125
C 1.02 -1.09 -2.04  -0.192
C 1.36 0.33 -2.63  -0.422
S 3.18 0.59 -3.06  0.889
C 3.18 2.40 -3.48  -0.527
N 3.39 3.04 -4.72  0.025
N 3.23 4.39 -4.47  0.002
C 2.93 4.58 -3.11  -0.066
O 2.90 3.33 -2.42  -0.069
H 1.16 -1.00 5.01  0.077
H 1.71 -2.58 5.76  0.076
H 2.75 -1.69 4.42  0.046
H -0.01 -2.12 3.41  0.077
H 0.59 -3.81 3.98  0.113
H 2.34 -1.79 2.25  0.088
H 2.78 -3.51 2.70  0.134
H 0.53 -4.26 1.43  0.111
H 2.13 -4.16 0.56  0.103
H -1.56 -4.54 -2.29  0.058
H -1.70 -3.28 0.01  0.101
H -0.83 -2.61 1.47  0.090
H -1.68 -0.86 2.54  0.132
H -3.36 0.76 2.85  0.057
H -2.74 1.46 1.29  0.015
H -4.22 0.41 1.18  0.079
H -4.03 -2.13 0.75  0.096
H -2.96 -3.00 2.05  0.112
H -5.35 -1.05 2.38  0.079
H -5.01 -2.68 3.16  0.078
H -4.04 -1.17 3.75  0.084
H -2.97 -2.04 -2.97  0.043
H -4.50 -1.52 -2.09  0.052
H -3.37 -2.76 -1.25  0.020
H -2.41 0.79 -3.01  0.059
H 0.39 -0.80 1.38  0.140
H 1.55 1.31 0.07  0.088
H 0.99 0.70 2.78  0.105
H 2.41 2.56 3.23  0.074
H 2.93 2.05 1.56  0.089
H 1.86 3.57 1.71  0.083
H 2.87 -0.30 -0.38  0.094
H 2.97 -1.99 -0.68  0.142
H 0.02 -1.41 -2.51  0.128
H 1.80 -1.78 -2.54  0.123
H 1.03 1.25 -2.07  0.038
H 0.83 0.39 -3.66  0.109
H 2.71 5.50 -2.50  0.144
C 1.68 -4.24 -4.54  -0.397
O 2.39 -4.94 -3.82  -0.048
N 2.10 -3.60 -5.66  -0.189
C 1.20 -2.79 -6.46  -0.063
C 3.48 -3.73 -6.07  -0.039
H 0.62 -4.08 -4.32  0.096
H 1.16 -3.20 -7.47  0.051
H 1.58 -1.77 -6.50  0.090
H 0.19 -2.79 -6.04  0.085
H 3.71 -4.78 -6.25  0.095
H 4.13 -3.36 -5.28  0.089
H 3.66 -3.16 -6.99  0.091
C -0.88 -3.85 -9.60  -0.305
O -0.22 -3.72 -8.59  -0.020
N -1.10 -5.03 -10.25  -0.199
C -1.90 -5.10 -11.46  -0.056
C -0.51 -6.24 -9.72  -0.039
H -1.37 -2.99 -10.09  0.137
H -2.75 -5.77 -11.28  0.092
H -1.29 -5.49 -12.27  0.093
H -2.28 -4.11 -11.74  0.086
H -0.88 -6.41 -8.71  0.094
H 0.57 -6.13 -9.69  0.095
H -0.77 -7.10 -10.35  0.090
C 0.39 7.67 3.16  -0.347
O 0.81 8.79 2.96  0.020
N -0.62 7.35 4.02  -0.203
C -1.07 5.99 4.20  -0.071
C -1.26 8.41 4.77  -0.043
H 0.81 6.80 2.64  0.126
H -2.13 5.93 3.93  0.063
H -0.95 5.71 5.24  0.097
H -0.50 5.30 3.57  0.035
H -1.70 9.14 4.08  0.095
H -0.52 8.92 5.39  0.095
H -2.05 8.01 5.41  0.085
C -5.52 2.37 4.57  -0.310
O -4.85 1.63 3.86  -0.013
N -5.40 3.72 4.63  -0.196
C -6.23 4.53 5.49  -0.053
C -4.39 4.37 3.81  -0.047
H -6.31 1.98 5.23  0.137
H -6.79 5.25 4.88  0.093
H -5.60 5.07 6.20  0.091
H -6.94 3.91 6.05  0.087
H -4.59 4.15 2.76  0.101
H -3.41 3.98 4.08  0.076
H -4.41 5.45 3.97  0.083
C 4.80 0.37 4.63  -0.340
O 4.34 0.21 3.51  -0.020
N 5.39 1.51 5.09  -0.197
C 5.91 1.61 6.44  -0.052
C 5.49 2.65 4.21  -0.035
H 4.77 -0.43 5.38  0.132
H 5.39 2.42 6.96  0.093
H 6.98 1.84 6.39  0.094
H 5.76 0.68 6.99  0.087
H 4.49 2.96 3.89  0.068
H 6.07 2.37 3.32  0.098
H 5.98 3.49 4.71  0.093